# C34H39MgN5O3P2S

A molecular structure, C34H39MgN5O3P2S (ωB97M-V/def2-TZVPD, the OMol25 dataset).

Results
ΔE to the lowest compared entry with this formula, charge and spin	0.0	kJ/mol
2S+1	1
orbital gap	6.14	eV
DFT total energy	-84336.690	eV

Geometry as XYZ:
```
85
C34H39MgN5O3P2S ωB97M-V/def2-TZVPD
C -1.812 2.019 -8.179
H -3.005 -2.244 3.329
H 1.186 6.137 -2.294
C -2.234 -1.790 2.699
H 1.377 -2.606 -2.185
C 2.319 -4.116 -6.606
H 0.030 0.104 -6.613
C -0.057 -0.745 2.566
C -1.850 1.984 -5.920
C -0.802 3.987 -0.653
C -4.697 -0.417 -6.739
H 0.171 -3.823 -2.777
S 1.039 -0.211 0.027
C 0.981 -3.127 -3.078
H 2.667 -1.567 -8.607
C 2.686 -2.538 -8.136
Mg -0.467 -1.601 -3.544
P -2.155 -0.823 -5.331
H 1.313 3.718 -0.904
H -0.935 -1.446 4.414
C -1.605 2.806 -7.005
C -2.162 0.745 -7.760
H -1.718 2.351 -9.215
H 1.948 -4.529 -5.681
H 3.195 -5.791 -7.764
C 4.611 0.750 -6.007
H 0.802 5.291 -0.281
H 4.292 1.708 -8.023
H 0.433 1.176 -3.318
C 0.558 4.511 -1.020
H -5.301 -3.346 -8.180
C 3.934 1.071 -7.225
H -4.800 0.623 -6.474
O 2.170 -1.099 0.119
H 1.860 2.562 -4.420
O 1.263 1.210 0.134
H 0.539 -1.100 -7.785
H 1.960 0.356 -7.972
C 3.191 -3.731 -8.668
C 3.775 -0.101 -5.280
C 1.304 3.077 -3.630
P 1.393 -1.511 -5.531
H -1.315 3.847 -6.959
C 0.180 -0.973 -6.756
H -1.719 1.730 -2.956
H -1.215 4.380 0.281
N 0.068 -0.600 -1.267
C -1.130 -1.123 -0.939
C 0.395 2.172 -2.837
C 2.948 -4.742 -7.691
N 2.189 -2.758 -6.852
C 0.666 5.174 -2.424
C 2.716 0.407 -7.204
C -3.994 -2.537 -6.601
C -0.218 -0.684 1.188
H -0.348 5.391 -2.790
C -4.967 -2.501 -7.592
H -3.415 -3.367 -6.231
H 2.131 4.982 -4.057
H -2.452 2.692 -1.007
C -2.381 -1.689 1.310
C -1.123 -1.766 -6.535
H -6.136 -0.747 -8.401
H -0.947 -2.730 -6.014
H 3.899 -0.598 -4.327
H -1.266 3.388 -3.472
H 3.671 -3.843 -9.633
H 0.773 1.995 -1.824
N -2.182 0.705 -6.355
H 0.867 -0.374 3.002
C 1.441 4.401 -3.438
O -1.851 -1.607 -1.888
C -1.067 -1.326 3.338
C -1.497 3.088 -1.364
N -3.767 -1.251 -6.100
H -2.422 -0.127 -8.357
H 5.590 1.092 -5.699
C -1.080 2.604 -2.723
H -3.293 -2.039 0.818
N 2.583 -0.285 -5.996
H -1.919 2.219 -4.875
C -1.354 -1.137 0.532
H 1.802 -3.589 -3.654
H -1.595 -2.029 -7.495
C -5.415 -1.143 -7.691
```

Atomic partial charges in e from the Mulliken method, atoms 1 to 8: C -1.02; H 0.37; H 0.42; C -0.54; H 0.42; C -0.50; H 0.70; C -0.75